Record 1
125
Properties=species:S:1:pos:R:3:forces:R:3:mulliken_charge:R:1 method="wB97M-V/def2-TZVPD" e_above_lowest_kj_mol=0.00 max_force_ev_per_a=1.18 charge=+1 orbital_gap_ev=6.7 molar_mass_g_mol=1083.9
Pb -0.22952 0.49078 -0.43937 -0.5 0.1 0.3 2.631
C 1.19818 3.40775 2.73762 0.0 0.0 0.0 -1.885
C 1.86958 3.34944 1.35693 0.2 0.0 0.2 3.583
C 2.26181 4.76387 0.94514 0.0 0.0 0.1 -2.034
C 3.03744 2.37243 1.36264 -0.1 0.0 -0.1 0.651
C 4.35586 2.81195 1.38260 0.1 0.0 0.0 -0.863
C 5.41251 1.91189 1.43332 0.0 0.0 0.0 -1.545
C 5.15905 0.55194 1.44917 0.0 0.1 0.0 -0.817
C 3.85422 0.06103 1.41704 -0.2 -0.1 -0.1 1.036
C 3.64793 -1.45406 1.42098 0.2 0.2 0.0 1.393
C 4.11858 -2.07258 2.74232 -0.1 0.0 0.0 -1.800
C 4.37042 -2.11851 0.24131 -0.1 0.0 0.1 -1.332
C 2.79361 0.98969 1.37943 0.1 -0.2 0.0 -0.903
N 1.43502 0.53228 1.36568 0.2 -0.3 0.0 1.283
C 1.03302 -0.14114 2.40525 -0.1 0.0 0.0 -0.760
C -0.17829 -0.85895 2.51362 0.0 0.1 -0.1 0.451
C -0.58244 -1.57679 3.64876 0.0 0.0 0.1 -1.834
C -1.75559 -2.21949 3.30054 0.0 0.0 0.0 -1.001
C -2.03272 -1.88074 1.95614 0.1 0.1 0.2 -0.969
N -1.08494 -1.04288 1.46632 0.1 -0.2 0.1 0.891
C -3.20267 -2.46654 1.18387 0.1 0.0 0.0 2.797
C -4.36857 -2.76420 2.13625 0.0 0.0 0.1 -2.144
C -3.70601 -1.51246 0.10619 0.0 0.0 0.1 -1.336
C -2.75929 -3.78869 0.53895 0.0 0.0 0.0 -1.346
H 0.35837 4.11239 2.71894 0.1 0.0 0.0 0.465
H 1.91223 3.76446 3.48557 -0.1 0.0 0.0 0.337
H 0.83784 2.43032 3.06659 0.0 0.1 0.0 0.398
H 1.13179 2.98048 0.63396 0.0 0.0 -0.1 -1.780
H 2.91044 5.22300 1.69705 0.0 0.0 -0.1 0.573
H 1.36762 5.38112 0.86019 0.1 -0.1 0.1 0.148
H 2.77318 4.77868 -0.02112 0.0 0.0 0.1 0.474
H 4.57491 3.87212 1.37281 -0.1 0.0 0.0 0.396
H 6.43303 2.27823 1.46258 -0.1 0.0 0.0 0.422
H 5.99193 -0.14312 1.49663 -0.1 0.0 0.0 0.360
H 2.58770 -1.66644 1.30927 -0.1 0.0 0.0 -0.343
H 5.20770 -2.02061 2.82956 -0.1 0.0 0.0 0.368
H 3.82492 -3.12390 2.79928 0.1 0.0 0.0 0.434
H 3.68812 -1.55315 3.60150 0.0 0.0 0.0 0.365
H 5.45195 -1.97400 0.30592 -0.1 0.0 0.0 0.379
H 4.02745 -1.69164 -0.70195 0.0 0.0 0.0 -0.017
H 4.17649 -3.19607 0.23047 0.0 0.1 0.0 0.487
H 1.68796 -0.19206 3.28034 0.0 0.0 0.0 0.233
H -0.06654 -1.60035 4.60247 -0.1 0.0 -0.2 0.550
H -2.34456 -2.87103 3.93185 0.1 0.1 -0.1 0.415
H -4.60460 -1.89472 2.75477 0.0 -0.1 0.0 0.428
H -4.14783 -3.60528 2.79724 0.0 0.1 0.0 0.435
H -5.25674 -3.02694 1.55512 0.1 0.0 0.0 0.428
H -4.20350 -0.65906 0.58039 0.1 0.0 -0.1 0.446
H -4.43563 -2.02082 -0.53222 0.0 0.0 0.0 0.422
H -2.88907 -1.15470 -0.51569 0.0 0.0 0.0 0.022
H -2.35268 -4.46621 1.29386 0.0 0.0 -0.1 0.431
H -1.99141 -3.61757 -0.21646 0.0 0.0 0.0 0.020
H -3.61488 -4.27949 0.06287 0.1 0.0 0.0 0.448
O -1.76297 1.93513 1.58637 0.1 -0.1 0.0 -0.811
H -1.20109 2.65112 1.91462 -0.1 -0.1 0.1 0.174
H -1.63341 1.16219 2.16577 0.0 0.2 -0.1 0.218
O -3.03805 1.42489 -0.88255 0.0 0.1 0.1 -0.370
H -2.77713 1.75242 -0.00086 -0.2 -0.1 -0.1 0.176
H -3.90869 1.02695 -0.76556 0.0 0.0 0.0 0.181
N 1.84434 0.06128 -1.84740 0.5 -0.1 -0.2 -0.062
C 2.88137 0.07302 -2.36939 0.2 0.0 -0.2 -0.741
N 4.06342 0.09157 -2.94562 0.0 0.1 0.3 0.220
C 4.56190 -1.09407 -3.67186 -0.3 0.1 -0.2 -0.906
C 4.21869 -0.97428 -5.15337 0.1 0.2 0.0 -0.104
C 4.73053 0.35429 -5.72811 -0.2 0.0 0.1 -0.870
C 4.22436 1.54919 -4.90994 0.1 -0.2 0.0 -0.143
C 4.60136 1.37930 -3.44419 -0.3 -0.1 -0.1 -0.797
H 4.13668 -1.99195 -3.22980 0.0 0.0 0.1 0.490
H 5.64251 -1.12353 -3.52896 0.0 0.0 0.1 0.421
H 3.13015 -1.03190 -5.26808 0.1 0.0 0.0 -0.103
H 4.65632 -1.81584 -5.69304 -0.1 0.0 0.0 0.410
H 4.40867 0.45322 -6.76619 0.1 0.0 0.0 0.392
H 5.82607 0.35235 -5.72770 0.0 0.0 0.0 0.374
H 3.13342 1.61787 -4.99029 0.0 0.1 0.0 -0.042
H 4.64614 2.48074 -5.29076 0.0 0.0 0.0 0.448
H 4.22293 2.18695 -2.82154 0.0 0.0 0.1 0.423
H 5.68468 1.33524 -3.32890 0.0 0.0 0.1 0.393
N -1.69268 -5.98393 -4.91418 0.1 0.3 0.2 -0.438
C -1.45784 -5.05501 -4.27726 0.0 -0.1 -0.1 -0.368
C -1.17143 -3.88164 -3.48179 -0.1 -0.1 -0.1 0.446
C -0.23017 -3.93165 -2.46096 0.1 -0.2 0.0 -0.551
C -0.01227 -2.78779 -1.71684 0.0 0.3 0.0 -1.014
N -0.65524 -1.63951 -1.95193 -0.1 -0.3 -0.1 0.952
C -1.55864 -1.59979 -2.93506 0.1 0.0 0.2 -0.826
C -1.85281 -2.69520 -3.72520 -0.1 0.0 -0.1 -0.843
H 0.30399 -4.84842 -2.24421 0.0 0.1 0.0 0.587
H 0.69627 -2.78297 -0.89077 -0.1 0.0 -0.1 0.355
H -2.06848 -0.65488 -3.08602 0.0 0.0 0.0 0.835
H -2.59787 -2.63498 -4.50800 0.1 0.0 0.0 0.632
C -0.49350 3.04553 -2.29622 -0.1 1.1 -0.5 -0.554
Ge -1.85183 2.62699 -3.40958 0.0 -0.4 -0.1 0.665
C -1.33202 1.53813 -4.91797 0.1 0.0 0.0 0.286
C -2.00924 1.71702 -6.12649 0.1 -0.1 -0.1 -0.759
C -1.50286 1.17698 -7.30465 0.0 0.0 0.1 -0.751
C -0.31606 0.45454 -7.28363 -0.1 0.0 0.0 -0.879
C 0.35716 0.25636 -6.08185 0.0 0.0 0.0 -0.266
C -0.14434 0.79681 -4.90719 -0.1 0.0 0.0 -0.164
C -3.75151 2.90790 -3.43041 0.1 0.2 0.2 0.359
C -4.32863 4.07807 -2.93244 -0.1 -0.1 -0.1 -0.266
C -5.71015 4.19438 -2.86533 0.0 0.0 0.0 -0.713
C -6.52097 3.14512 -3.28606 0.1 0.0 0.0 -0.505
C -5.95120 1.98212 -3.79178 0.1 0.0 0.0 -0.813
C -4.56750 1.86503 -3.86904 -0.1 0.0 0.0 -0.060
C -0.51016 4.33327 -1.54548 0.1 -0.2 0.3 0.169
C 0.50933 5.27460 -1.74820 -0.1 0.0 -0.1 -0.169
C 0.50176 6.49773 -1.09380 -0.2 0.1 -0.2 -0.895
C -0.50516 6.80989 -0.18766 0.0 0.0 0.0 -0.535
C -1.52230 5.88860 0.03441 0.0 -0.1 -0.1 -1.341
C -1.52970 4.67252 -0.64029 0.1 -0.1 0.0 0.312
H 0.44330 2.87202 -2.83072 0.0 -0.1 0.2 0.180
H -2.93004 2.29036 -6.15390 0.0 0.0 0.0 0.455
H -2.02795 1.33014 -8.23971 0.0 0.0 0.0 0.430
H 0.08936 0.05254 -8.20517 0.0 0.0 0.1 0.437
H 1.28106 -0.31236 -6.06817 -0.1 0.0 0.0 0.333
H 0.38777 0.64798 -3.97009 0.0 0.0 -0.1 0.395
H -3.70147 4.89820 -2.59976 0.0 0.0 0.0 0.439
H -6.15702 5.10267 -2.47874 0.0 0.0 0.0 0.430
H -7.59863 3.23316 -3.21865 0.0 0.0 0.0 0.398
H -6.58353 1.16713 -4.12484 0.0 0.1 0.0 0.432
H -4.12720 0.95980 -4.27867 0.0 0.1 0.1 0.420
H 1.29950 5.05103 -2.45984 0.0 0.0 0.1 0.498
H 1.28700 7.21772 -1.29372 0.0 -0.1 0.0 0.393
H -0.49156 7.75439 0.34446 0.0 -0.1 -0.1 0.412
H -2.31965 6.11870 0.73383 0.0 0.0 -0.1 0.451
H -2.34821 3.97510 -0.48349 0.1 0.0 0.0 0.755


Record 2
48
Properties=species:S:1:pos:R:3:forces:R:3:mulliken_charge:R:1 method="wB97M-V/def2-TZVPD" max_force_ev_per_a=3.03 charge=0 orbital_gap_ev=9.1 molar_mass_g_mol=995.5
N -1.37765 -2.81931 -0.92138 -0.1 0.5 0.2 -0.337
C -2.11143 -2.55048 0.15371 -0.2 -0.4 0.3 -0.076
C -3.37530 -3.11662 0.40139 1.1 1.4 0.5 -0.571
C -3.95010 -3.93543 -0.53427 0.9 -0.6 -1.4 -0.143
C -3.22239 -4.21063 -1.71017 0.9 0.9 -0.4 -0.508
C -1.90433 -3.58676 -1.84394 -2.4 -1.4 -0.1 -0.321
H -1.58276 -1.87793 0.82412 -0.5 0.0 0.4 0.406
H -3.90442 -2.81788 1.29667 0.0 -0.1 0.1 0.340
H -4.92176 -4.36000 -0.34605 -0.2 -0.1 -0.2 0.389
H -3.68999 -4.79265 -2.54911 0.8 0.5 1.0 0.300
H -1.26452 -3.69152 -2.70409 -0.2 -0.5 -0.5 0.532
N 1.09275 2.09285 1.47289 -0.7 1.1 0.5 0.027
C 0.60705 3.13989 0.79074 1.6 1.2 -0.9 -0.176
C -0.62335 3.76427 1.03478 -0.1 -1.0 0.4 -0.676
C -1.45690 3.19623 2.03216 0.8 0.6 -0.8 -0.246
C -0.95498 2.11308 2.74237 -0.4 -0.1 0.6 -0.648
C 0.34093 1.67009 2.48213 1.1 -2.1 0.8 -0.134
H 1.41646 3.59307 0.09946 -1.9 -0.7 0.7 0.280
H -0.94648 4.60773 0.43345 0.1 0.0 0.2 0.441
H -2.42491 3.66554 2.24807 0.3 -0.5 -0.1 0.424
H -1.56692 1.61931 3.51171 0.5 0.3 -0.3 0.419
H 0.89555 0.86107 3.11079 -1.5 1.3 -1.0 0.261
N -1.15017 -2.87478 -6.40869 0.3 1.0 -0.5 -0.609
C -1.53914 -2.00716 -5.48610 0.7 0.8 1.4 -0.256
C -0.68267 -1.16915 -4.71811 -2.1 -0.5 0.5 -0.065
C 0.66106 -1.13587 -5.00147 -1.8 -0.5 -0.4 -0.377
C 1.05332 -1.91785 -6.05809 -0.5 -0.5 -1.6 -0.449
C 0.13115 -2.74083 -6.76461 0.7 0.3 1.0 -0.223
H -2.59048 -1.87138 -5.32205 -0.5 -0.5 0.2 0.420
H -1.16797 -0.61253 -3.86700 0.7 -0.4 -1.1 0.292
H 1.22656 -0.41608 -4.49656 1.4 0.6 0.6 0.535
H 2.01886 -1.75204 -6.47171 0.8 -0.3 -0.2 0.359
H 0.39482 -3.29775 -7.66031 0.4 0.0 0.3 0.376
C 3.10871 -0.48918 5.98262 2.9 -0.9 -0.4 -0.311
Br 3.87410 0.36267 4.41402 -0.5 0.3 -0.4 -0.015
Br 3.05562 -2.43073 5.62072 -0.5 0.7 0.3 -0.036
Br 1.65145 0.36256 6.73545 -0.9 0.1 0.2 0.025
H 4.00485 -0.37738 6.61505 -1.0 -0.3 0.2 0.326
C 2.70667 0.24012 -0.27512 0.8 1.3 -0.3 0.121
Br 3.94452 -1.12739 0.15031 0.1 -0.5 0.0 -0.029
Br 1.00029 -0.31615 -0.84082 -0.2 -0.4 -0.1 0.082
Br 3.51853 1.54748 -1.49526 0.0 -0.2 -0.5 -0.108
H 2.65195 0.92859 0.54637 -0.7 -0.5 0.7 -0.033
C 1.29221 5.63675 4.55327 -0.1 0.7 -1.0 -0.271
Br 2.52821 4.31563 3.87160 -0.4 0.2 0.3 0.052
Br 1.67808 7.39964 3.70189 -0.1 -0.7 0.5 -0.054
Br 1.27776 5.75213 6.45493 0.0 0.0 0.0 -0.002
H 0.27714 5.42672 4.19428 0.6 -0.2 0.3 0.267